Entry 1:
The following is a quantum chemistry calculation of a cluster of 2 separate species, C6H14NS in total at a distorted geometry, from the OMol25 dataset.

Bonds (Å) are listed after each position.
Cartesian coordinates (Å):
1 C -2.32 -1.31 1.38  C2 1.524, N4 1.464, H5 1.098, H6 1.098
2 C -2.70 -1.44 -0.08  C1 1.524, S3 1.836, H7 1.096, H8 1.088
3 S -1.52 -0.58 -1.19  C2 1.836
4 N -2.05 0.06 1.83  C1 1.464, H9 1.021, H10 1.022
5 H -1.41 -1.91 1.56  C1 1.098
6 H -3.08 -1.73 2.05  C1 1.098
7 H -3.67 -0.95 -0.22  C2 1.096
8 H -2.77 -2.46 -0.46  C2 1.088
9 H -2.92 0.58 1.71  N4 1.021
10 H -1.44 0.45 1.10  N4 1.022
11 C 2.16 0.99 -1.27  C12 1.332, C14 1.505, H15 1.089
12 C 1.87 0.59 -0.03  C11 1.332, C13 1.497, H16 1.088
13 C 2.29 1.30 1.22  C12 1.497, H17 1.097, H18 1.092, H19 1.090
14 C 1.73 0.22 -2.49  C11 1.505, H20 1.097, H21 1.092, H22 1.093
15 H 2.61 1.96 -1.42  C11 1.089
16 H 1.21 -0.27 0.07  C12 1.088
17 H 1.42 1.52 1.85  C13 1.097
18 H 2.91 0.66 1.85  C13 1.092
19 H 2.78 2.25 0.98  C13 1.090
20 H 0.69 -0.11 -2.41  C14 1.097
21 H 2.37 -0.65 -2.64  C14 1.092
22 H 1.85 0.85 -3.37  C14 1.093

Energy relative to the best compared isomer or geometry (same formula, charge and spin) = 12.5 kcal per mole
E_HOMO = -2.58 eV
Charge = -1

Atomic partial charges in e from the natural (NBO) method, atoms 1 to 8:
1 C -0.23
2 C -0.54
3 S -0.74
4 N -0.86
5 H 0.17
6 H 0.15
7 H 0.16
8 H 0.19

***

Entry 2:
The following is a quantum chemistry calculation of a cluster of 2 separate species, C6H14O in total at a distorted geometry, from the OMol25 dataset.

Bonds (Å) are listed after each position.
Cartesian coordinates (Å):
1 C 1.31 -1.26 2.12  C2 1.503, H7 1.103, H8 1.103, H9 1.103
2 C 1.55 -1.44 0.65  C1 1.503, C3 1.545, H10 1.107, H11 1.107
3 C 0.26 -0.98 -0.07  C2 1.545, C4 1.332, H12 1.098
4 C 0.16 -0.01 -0.98  C3 1.332, C5 1.501, C6 1.513
5 C -1.16 0.37 -1.59  C4 1.501, H13 1.103, H14 1.103, H15 1.103
6 C 1.32 0.85 -1.42  C4 1.513, H16 1.103, H17 1.103, H18 1.103
7 H 0.45 -1.92 2.36  C1 1.103
8 H 1.05 -0.23 2.44  C1 1.103
9 H 2.18 -1.60 2.70  C1 1.103
10 H 2.47 -0.89 0.36  C2 1.107
11 H 1.74 -2.52 0.49  C2 1.107
12 H -0.68 -1.41 0.29  C3 1.098
13 H -1.12 0.14 -2.67  C5 1.103
14 H -1.34 1.45 -1.47  C5 1.103
15 H -2.00 -0.18 -1.14  C5 1.103
16 H 1.29 1.08 -2.50  C6 1.103
17 H 2.31 0.45 -1.17  C6 1.103
18 H 1.17 1.79 -0.86  C6 1.103
19 O -3.96 2.28 1.00  H20 0.984, H21 0.984
20 H -3.95 1.88 0.10  O19 0.984
21 H -3.05 2.16 1.34  O19 0.984

Energy relative to the best compared isomer or geometry (same formula, charge and spin) = 22.0 kcal per mole
E_HOMO = -9.04 eV
SMILES = CCC=C(C)C.O

Atomic partial charges in e from the natural (NBO) method, atoms 1 to 8:
1 C -0.60
2 C -0.43
3 C -0.20
4 C 0.01
5 C -0.63
6 C -0.65
7 H 0.20
8 H 0.20